The following is a quantum chemistry calculation of a cluster of 2 separate species, C3H7OS in total in a non-equilibrium geometry, from the OMol25 dataset.

XYZ file:
```
12
Properties=species:S:1:pos:R:3
O -0.65 -2.87 -2.46
C -0.61 -1.94 -1.66
H -1.37 -1.72 -0.85
H 0.05 -1.05 -1.94
C -0.96 2.21 1.33
C -0.20 0.73 1.42
S 1.36 0.73 0.54
H -1.55 2.25 2.19
H -1.64 2.20 0.42
H -0.18 3.03 1.23
H -0.98 0.17 0.94
H -0.29 0.45 2.46
```

Properties
**ΔE to the lowest compared entry with this formula, charge and spin**: 41.84 kcal/mol
**Total energy**: -16106.46294 eV
**Largest force on an atom**: 3.52 eV/Å
**2S+1**: 1
**Gap between HOMO and LUMO**: 0.2307 hartree
**Total charge**: -1
**HOMO level**: -0.0900 Ha